Below is a structure of composition C45H55Cl2Ge2N7O4SSr, with properties calculated with wB97M-V/def2-TZVPD.

## Properties
Energy = -215930.533 eV

Structure (XYZ):
```
117
C45H55Cl2Ge2N7O4SSr, DFT wB97M-V/def2-TZVPD
Sr 0.478 0.376 0.028
C -2.119 -4.464 2.490
C -1.629 -3.520 1.397
Ge -1.032 -1.640 1.836
C -2.752 -0.730 2.381
C -3.504 -1.212 3.615
C -0.240 -1.961 3.672
C 0.692 -1.335 4.415
Ge 1.705 0.120 3.613
C 2.774 -0.676 2.190
C 3.903 -1.483 2.841
C 2.643 1.557 4.576
C 3.686 1.296 5.658
C 1.078 -1.873 5.750
C 0.140 -2.500 6.579
C 0.508 -3.030 7.802
C 1.824 -2.942 8.242
C 2.761 -2.315 7.440
C 2.384 -1.785 6.214
H -2.421 -5.437 2.089
H -2.974 -4.067 3.035
H -1.338 -4.662 3.227
H -2.406 -3.398 0.633
H -0.789 -3.996 0.879
H -3.407 -0.770 1.501
H -2.486 0.318 2.525
H -3.855 -2.239 3.514
H -4.384 -0.597 3.831
H -2.864 -1.178 4.501
H -0.631 -2.857 4.154
H 3.174 0.071 1.507
H 2.141 -1.358 1.614
H 4.548 -0.858 3.462
H 4.535 -1.941 2.078
H 3.511 -2.286 3.466
H 1.851 2.200 4.964
H 3.099 2.111 3.748
H 3.259 0.800 6.528
H 4.110 2.243 5.998
H 4.517 0.686 5.301
H -0.894 -2.553 6.270
H -0.240 -3.504 8.424
H 2.107 -3.352 9.202
H 3.791 -2.240 7.763
H 3.148 -1.321 5.601
O 3.023 5.978 -1.239
C 2.082 5.841 -2.149
O 1.650 6.780 -2.774
C 1.567 4.459 -2.395
C 0.747 4.115 -3.452
Cl 0.073 5.145 -4.628
N 0.500 2.782 -3.392
N 1.070 2.246 -2.277
C 1.729 3.240 -1.701
C 2.522 2.967 -0.443
O 3.470 3.725 -0.166
O 2.176 1.960 0.207
C -0.175 1.929 -4.315
C -0.344 2.275 -5.652
C -1.028 1.420 -6.504
C -1.542 0.218 -6.046
C -1.333 -0.137 -4.724
C -0.637 0.699 -3.869
H 3.258 5.095 -0.802
H 0.056 3.190 -6.050
H -1.154 1.709 -7.538
H -2.079 -0.443 -6.712
H -1.715 -1.071 -4.341
H -0.456 0.398 -2.854
N 1.955 -2.436 -3.822
C 0.806 -3.020 -4.384
C 0.801 -3.421 -5.709
C -0.321 -4.035 -6.246
C -1.446 -4.229 -5.459
C -1.446 -3.797 -4.141
C -0.320 -3.199 -3.596
S -0.327 -2.659 -1.920
N 1.013 -1.585 -1.834
C 1.942 -1.630 -2.713
C 3.146 -0.765 -2.505
C 4.098 -0.551 -3.499
C 5.200 0.239 -3.207
C 5.310 0.776 -1.937
C 4.305 0.513 -1.018
N 3.243 -0.233 -1.290
H 2.750 -2.367 -4.430
H 1.680 -3.265 -6.322
H -0.312 -4.359 -7.277
H -2.322 -4.715 -5.866
H -2.326 -3.934 -3.526
H 3.999 -0.949 -4.499
H 5.950 0.430 -3.962
H 6.144 1.402 -1.653
H 4.344 0.950 -0.028
C -4.278 1.676 -2.891
C -4.498 0.967 -1.560
N -4.069 1.750 -0.407
C -5.118 2.410 0.364
C -5.657 3.672 -0.293
C -2.753 1.892 -0.120
C -2.384 2.851 0.972
N -1.796 1.273 -0.742
H -4.546 1.020 -3.719
H -3.238 1.968 -3.026
H -4.888 2.575 -2.954
H -4.000 -0.008 -1.542
H -5.559 0.761 -1.423
H -4.742 2.629 1.360
H -5.922 1.682 0.501
H -4.853 4.375 -0.512
H -6.371 4.166 0.367
H -6.170 3.449 -1.229
H -2.840 3.828 0.811
H -1.307 2.975 0.990
H -2.700 2.483 1.946
H -2.166 0.691 -1.488
Cl 0.126 1.542 2.697
```